Record 1
C17H40NNdOP3 as an isolated structure at a distorted geometry, computed with wB97M-V/def2-TZVPD.

XYZ file:
```
63
Properties=species:S:1:pos:R:3:mulliken_spin:R:1
Nd -0.64820 0.40509 -1.69312 3.0548
P 1.86969 -0.44433 -2.84576 -0.0080
P 1.17252 0.88080 0.51529 -0.0128
P -1.41638 3.15044 -2.25749 -0.0120
O -1.54562 -1.64074 -1.97125 -0.0074
N -2.21019 0.17477 0.27146 -0.0092
C 2.60425 -0.19794 0.90180 -0.0009
C -0.96188 -4.48624 -0.63501 -0.0002
C -0.25874 4.31719 -3.06625 -0.0005
C 2.05103 2.48191 0.32332 0.0000
C -2.06509 4.20107 -0.89596 -0.0007
C -2.04198 -2.11341 -3.24196 0.0000
C 1.58511 -0.74371 -4.63269 -0.0003
C -2.28301 -2.38810 -5.94520 -0.0002
C 3.41385 0.53835 -2.89814 -0.0013
C 2.51807 -2.08577 -2.33282 -0.0005
C -2.83065 3.21674 -3.43000 0.0001
C -2.96121 -1.35042 -5.30034 -0.0001
C -1.53534 -3.32461 -5.22253 -0.0003
C -1.43291 -3.21599 -3.82764 0.0001
C 0.53363 1.09126 2.22314 -0.0014
C -0.09776 -4.14221 0.33422 0.0000
C -2.87631 -1.22457 -3.90708 0.0018
H -2.27294 5.22041 -1.25641 -0.0002
H 0.52401 4.62101 -2.35920 0.0000
H 2.88680 -2.62453 -3.21582 -0.0002
H -2.87328 4.19927 -3.92213 -0.0002
H 4.05391 0.18024 -3.71643 -0.0004
H 1.72090 -2.67956 -1.86329 -0.0004
H 0.09822 0.15151 2.59032 0.0002
H 3.12126 0.19750 1.78823 -0.0002
H -2.01391 -4.17329 -0.60355 0.0000
H -1.05826 -2.34646 -1.45429 -0.0007
H -3.39950 -0.43787 -3.35098 -0.0007
H 1.32321 3.29068 0.16910 -0.0002
H -3.55378 -0.63329 -5.87128 0.0000
H 2.24992 -1.21363 1.11894 0.0002
H -3.77251 3.03166 -2.89664 0.0001
H -2.47382 1.08806 0.65719 0.0005
H 3.95977 0.46091 -1.94935 0.0001
H -0.68918 -5.18389 -1.43544 0.0000
H -2.70699 2.43922 -4.19665 -0.0002
H 0.73961 -1.43082 -4.77992 -0.0003
H -1.75397 -0.35223 1.02606 0.0010
H 2.63311 2.68664 1.23360 -0.0002
H -0.41888 -3.54633 1.19980 0.0000
H 3.33692 -1.96540 -1.61197 0.0002
H 0.21958 3.81783 -3.91929 0.0002
H -0.79789 5.20642 -3.42456 -0.0006
H 3.31037 -0.24540 0.06450 0.0000
H 2.72496 2.44716 -0.54253 0.0000
H 2.49437 -1.17952 -5.07374 -0.0002
H -2.34743 -2.47785 -7.03291 0.0000
H 1.35561 0.20827 -5.13298 0.0003
H 0.95064 -4.46669 0.32759 0.0000
H -0.22697 1.88223 2.26699 0.0001
H -1.32759 4.25584 -0.08329 0.0001
H -2.99155 3.76670 -0.49688 0.0001
H -1.02925 -4.14406 -5.73600 0.0000
H -0.86701 -3.92116 -3.21535 -0.0003
H -3.06945 -0.32392 0.01371 0.0011
H 1.36949 1.36946 2.88167 -0.0002
H 3.16953 1.59329 -3.07779 0.0002
```

Results
**E_LUMO (spin up / spin down)**: -10.22 / -9.60 eV
**Relative energy (zero: lowest compared OMol25 entry of this formula, charge and spin)**: 0.000 eV
**Total charge**: +3
**Kohn-Sham gap (spin up / spin down)**: 7.51 / 8.14 eV
**Multiplicity**: 4

Record 2
C40H48BrIN2P2Zr as an isolated structure, computed with wB97M-V/def2-TZVPD.

XYZ file:
```
95
Properties=species:S:1:pos:R:3:mulliken_charge:R:1
I 0.49053 -0.86155 -3.15806 0.5154
Zr -0.43187 -0.23428 -0.38203 -2.3858
Br -2.67102 -2.17269 -1.14180 0.0621
P 1.20714 2.00309 -0.47710 1.7152
P 0.85515 -2.61628 -0.02953 2.3989
N 0.63333 -0.03250 1.40770 2.0550
N -2.42350 -0.34937 0.84516 1.5758
C 2.49305 1.98455 -1.81064 0.9050
C -4.01919 0.29689 2.51181 0.6117
C 3.53605 2.65552 2.85916 -1.1879
C -4.92615 -0.60795 1.95635 -0.5278
C -2.53461 1.95797 -1.15787 0.0740
C -3.40006 2.94784 -3.16468 -0.9874
C -1.64946 1.23902 -3.24711 -0.4499
C 0.17008 -1.12105 2.20022 -0.4678
C -2.50236 2.23468 -5.33680 -0.8958
C 1.07980 -5.43460 -0.05633 -1.8017
C -2.51831 2.14058 -3.92261 0.8122
C -1.63982 1.13701 -1.81518 1.2585
C -3.30985 -1.20080 0.35416 0.0609
C 3.13989 1.58544 3.64762 -1.1432
C -0.98556 -3.23990 3.61280 -1.2164
C 1.59663 0.85497 1.94660 0.0037
C -0.95911 -1.95927 4.16378 -1.0654
C -4.57808 -1.37928 0.86048 -0.9582
C 0.17408 -2.41680 1.65277 0.0577
C -0.40220 -0.91226 3.46119 -0.2318
C 3.82811 2.65605 -1.49536 -1.5371
C 1.89792 2.51911 -3.11843 -1.4736
C -2.77545 0.38406 1.91493 -0.6638
C 3.34515 -1.61228 0.83420 -1.5023
C 1.17082 4.87865 -0.61286 -1.3781
C -3.41070 2.85566 -1.80742 -1.5822
C -0.49287 3.70167 0.83338 -1.8777
C -0.81159 0.48140 -4.09745 1.0012
C 0.23375 -4.27319 -0.58788 0.3804
C 2.02120 1.90907 1.13075 0.6637
C -0.78963 0.56244 -5.45615 -0.6454
C 3.28290 -2.86372 -1.34093 -1.2928
C 0.31582 3.62013 -0.46590 0.8632
C 2.69370 -2.75373 0.06645 0.5132
C -1.66359 1.46958 -6.09050 -0.8242
C 2.18232 0.68875 3.20134 -0.9727
C 0.05180 -4.39784 -2.10173 -1.3007
C 2.97945 2.80620 1.60106 -1.0563
C -4.37007 1.13501 3.70452 -1.7062
C -0.43200 -3.46026 2.36931 -1.1707
H 2.88395 -3.70139 -1.91076 0.2338
H -0.76116 -4.32654 -0.13741 0.6591
H -0.98573 2.75902 1.08330 0.1908
H 2.87753 -3.68569 0.60654 0.7973
H -5.24911 1.74665 3.50087 0.4016
H -1.26122 4.47091 0.74794 0.4679
H 0.50940 5.74666 -0.63621 0.4785
H -4.60302 0.50284 4.56200 0.3904
H -4.08308 3.46790 -1.22013 0.5103
H 3.11654 -1.94386 -1.90879 0.0288
H 0.15797 3.96063 1.66924 0.4467
H -5.26126 -2.08742 0.41518 0.5620
H 1.83914 5.01135 0.23760 0.2661
H 1.28373 -5.36934 1.01241 0.3689
H 3.58426 1.43868 4.62326 0.4665
H 3.30694 3.62477 0.97744 0.3916
H -2.59159 1.95679 -0.07605 0.3928
H -0.39889 0.08502 3.88250 0.6530
H 3.71794 3.72448 -1.31090 0.2514
H 4.27970 3.35520 3.21384 0.5050
H -1.65769 1.54697 -7.16874 0.4326
H 4.41935 -1.79433 0.88927 0.5811
H 2.03586 -5.49644 -0.57721 0.4002
H 1.75937 4.89396 -1.52619 0.3112
H 1.91520 -0.14633 3.83250 0.4622
H 2.49379 2.16876 -3.96227 0.4851
H -1.38250 -1.78318 5.14418 0.5189
H 1.91823 3.60776 -3.13903 0.2837
H -4.05894 3.63235 -3.68394 0.4270
H -3.55143 1.79721 3.98091 0.4060
H -2.02034 1.06465 2.28914 0.1690
H -0.63037 -3.65164 -2.50659 0.0954
H 4.32670 2.20266 -0.64053 0.3812
H -0.36079 -5.38190 -2.32744 0.4838
H -5.91474 -0.71131 2.38720 0.4894
H 4.48337 2.54240 -2.36086 0.4974
H -0.37098 3.55280 -1.31414 0.3581
H 0.86673 2.20754 -3.28174 0.3229
H 0.99467 -4.31292 -2.64176 0.2223
H 2.69035 0.91467 -1.93805 -0.2542
H -0.12076 -0.04848 -6.04724 0.4688
H 2.97055 -1.53140 1.85299 0.3280
H -1.42622 -4.06093 4.16159 0.5164
H -3.17925 2.93342 -5.81203 0.4552
H 4.36183 -3.00368 -1.26756 0.5241
H 3.19621 -0.65157 0.33543 0.0638
H -0.45244 -4.46102 1.96240 0.3868
H 0.55221 -6.37129 -0.23952 0.4958
```

Results
**E_LUMO**: -5.97 eV
**Relative energy (zero: lowest compared OMol25 entry of this formula, charge and spin)**: 0.000 eV
**Total charge**: +2
**Kohn-Sham gap**: 6.99 eV

Record 3
A 2-piece molecular cluster, C5H11NO overall at a distorted geometry, computed with wB97M-V/def2-TZVPD.

XYZ file:
```
18
Properties=species:S:1:pos:R:3:mulliken_spin:R:1
O 1.11112 -0.34941 2.79873 0.0014
N -0.22466 0.76681 0.32138 0.0226
C -0.51327 -0.34948 -0.45417 0.2125
C 1.57098 0.26852 -1.74930 0.0266
C -1.81588 -0.85710 -0.61839 0.5070
C -1.20599 1.56828 0.59765 0.1159
C 0.59677 -0.87597 -1.32666 0.0104
H -2.15598 1.43815 0.07685 0.0044
H 0.00677 -1.33613 -2.12327 0.0041
H -0.87062 2.52632 0.98874 0.0080
H 2.42021 -0.18652 -2.25079 0.0007
H 1.14248 -0.06798 1.88950 -0.0014
H 1.82688 0.78596 -0.83264 -0.0012
H 1.21129 -1.65937 -0.88584 0.0349
H 0.82020 -1.25586 2.73649 0.0000
H -2.50193 -0.72458 0.21767 0.0173
H 1.03899 0.87189 -2.48561 0.0011
H -2.03239 -1.75483 -1.18348 0.0356
```

Results
**E_LUMO (spin up / spin down)**: -6.18 / -8.69 eV
**Relative energy (zero: lowest compared OMol25 entry of this formula, charge and spin)**: 3.331 eV
**Total charge**: +1
**Kohn-Sham gap (spin up / spin down)**: 8.51 / 5.99 eV
**Multiplicity**: 2

Record 4
C37H28BrNPPt as an isolated structure at a distorted geometry, computed with wB97M-V/def2-TZVPD.

XYZ file:
```
69
Properties=species:S:1:pos:R:3:mulliken_spin:R:1
Pt 1.90401 -0.57334 0.43705 0.7741
Br 7.71888 2.42910 1.95653 0.0009
P -0.22192 0.81421 -0.23099 0.0190
N 0.47618 -2.07566 0.17165 0.2303
C 6.01585 1.70728 1.43757 0.0114
C -1.94016 1.46040 -0.52359 0.0428
C 4.73161 0.15186 0.16851 0.0078
C 3.63888 1.66395 1.64229 0.0120
C 0.26356 -1.23643 2.97060 0.0979
C -0.15937 -0.13665 -2.92705 -0.0407
C -2.92969 -3.86975 -1.69708 -0.0686
C 3.52238 0.59630 0.73884 0.0076
C -0.05338 -0.42303 -1.57584 0.1202
C 5.96947 0.68207 0.51261 -0.0012
C -4.31597 -2.89392 -0.01539 -0.0663
C 2.27788 4.49311 -1.50369 0.0000
C -0.69503 -2.22349 0.86516 0.1765
C 0.72411 2.25584 -0.87069 0.0034
C -4.61169 2.21170 -0.86031 0.0008
C 0.55810 -1.64819 -1.14402 -0.1703
C 4.86156 2.21831 1.99918 -0.0095
C 1.11946 -2.09306 -3.46529 -0.0349
C -4.24419 1.41577 0.21377 0.0085
C -1.89178 -2.71837 0.18994 0.0403
C -2.91552 1.05567 0.38300 0.0150
C 0.45609 3.49858 -0.29576 0.0128
C -2.31513 2.28657 -1.58235 -0.0022
C 2.54942 3.26263 -2.08428 0.0012
C 1.22598 4.60885 -0.60681 0.0027
C 0.23595 -1.05874 4.34074 -0.0689
C -1.55119 -2.63724 4.51811 -0.0667
C 1.20280 -2.43046 -2.13036 0.0340
C -1.80433 -3.45912 -1.00782 0.1385
C 1.78478 2.14984 -1.76688 0.0160
C -0.68651 -1.73720 5.12863 0.1217
C -4.20108 -3.58728 -1.21512 0.1216
C -1.53157 -2.81549 3.14793 0.1152
C -3.19550 -2.46891 0.67042 0.1244
C -3.64189 2.65353 -1.75090 0.0017
C 0.39504 -0.97863 -3.88216 0.0814
C -0.66316 -2.07623 2.31759 0.0200
H -0.36586 3.58421 0.40742 0.0006
H 2.74145 2.08815 2.08203 0.0017
H 2.02678 1.19105 -2.20473 0.0005
H -0.63487 0.78708 -3.23442 -0.0051
H 1.00761 5.56287 -0.14143 0.0001
H -0.71538 -1.58779 6.20107 0.0128
H -2.24178 -3.21678 5.12079 -0.0046
H -3.92306 3.28973 -2.58227 0.0000
H 6.88106 0.30754 0.06438 0.0003
H -5.08294 -3.90349 -1.75793 0.0130
H -0.83092 -3.73276 -1.38346 0.0229
H -2.61147 0.45160 1.22809 -0.0086
H 1.60990 -2.71818 -4.20264 -0.0012
H -5.30064 -2.67137 0.38080 -0.0030
H -2.17838 -3.55562 2.69734 0.0094
H 4.71576 -0.63595 -0.57764 0.0051
H 0.94809 -0.38850 4.80838 -0.0025
H 3.37453 3.16503 -2.77954 0.0001
H 0.30141 -0.74754 -4.93587 0.0060
H 1.72590 -3.32644 -1.81768 -0.0006
H 4.91647 3.03894 2.70331 -0.0001
H -2.81172 -4.42262 -2.62201 -0.0025
H -3.32710 -1.90509 1.58223 0.0109
H 1.02839 -0.71453 2.38116 0.1126
H -1.56594 2.65620 -2.27220 0.0008
H -4.99208 1.07681 0.92080 0.0008
H 2.88900 5.35584 -1.73904 0.0000
H -5.64715 2.49726 -1.00069 0.0002
```

Results
**E_LUMO (spin up / spin down)**: 2.62 / 2.10 eV
**Total charge**: -1
**Kohn-Sham gap (spin up / spin down)**: 5.37 / 6.56 eV
**Multiplicity**: 3